Entry 1:
65
Properties=species:S:1:pos:R:3:forces:R:3 method="wB97M-V/def2-TZVPD" smiles="COc1ccc(S(=O)(=O)N2CCC(C(=O)N[C@@H](C)C(=O)NCc3cccc(OC)c3)CC2)cc1" relative_energy_ev=1.549 homo_ev=-8.56
C -6.265 -2.278 1.825 -0.06 -0.10 0.21
O -5.924 -1.710 0.581 0.11 0.16 -0.28
C -4.987 -0.732 0.542 0.12 0.18 -0.08
C -4.317 -0.228 1.655 -0.19 -0.24 0.03
C -3.373 0.773 1.492 0.07 0.11 0.01
C -3.095 1.263 0.233 0.45 0.49 0.12
S -1.868 2.537 0.014 -0.02 -0.48 0.02
O -2.224 3.342 -1.119 0.01 -0.17 -0.25
O -1.671 3.203 1.277 -0.07 -0.30 0.04
N -0.525 1.622 -0.422 -1.02 0.53 0.04
C 0.177 1.028 0.693 0.14 -0.13 0.66
C 1.096 2.026 1.400 -0.04 -0.07 -0.04
C 2.083 2.641 0.398 -0.13 0.19 -0.12
C 3.081 1.606 -0.110 -0.07 0.41 0.41
O 3.190 1.282 -1.283 0.05 0.04 -0.44
N 3.872 1.081 0.843 0.22 -0.21 0.29
C 4.890 0.079 0.568 0.14 -0.16 0.02
C 5.931 0.076 1.673 -0.18 -0.03 -0.19
C 4.214 -1.307 0.440 0.32 0.53 -0.25
O 4.290 -2.158 1.301 0.00 -0.28 0.37
N 3.556 -1.449 -0.722 -0.18 -0.14 -0.51
C 2.755 -2.621 -1.021 0.03 -0.03 0.15
C 1.300 -2.393 -0.693 0.01 -0.13 0.15
C 0.812 -2.728 0.561 0.16 -0.03 -0.05
C -0.524 -2.508 0.861 -0.07 0.04 -0.06
C -1.369 -1.952 -0.076 -0.05 0.10 -0.17
C -0.882 -1.588 -1.333 0.03 -0.09 0.17
O -1.794 -1.051 -2.184 -0.01 -0.13 0.18
C -1.362 -0.614 -3.451 0.07 0.01 -0.14
C 0.457 -1.810 -1.634 -0.15 0.09 -0.18
C 1.294 3.261 -0.761 0.16 -0.26 -0.09
C 0.357 2.232 -1.394 0.12 0.49 -0.51
C -3.762 0.779 -0.879 -0.15 -0.09 -0.03
C -4.705 -0.213 -0.728 -0.05 -0.04 0.17
H -6.680 -1.530 2.507 0.03 -0.02 -0.02
H -5.404 -2.763 2.294 -0.02 0.03 -0.01
H -7.024 -3.027 1.606 0.06 0.05 0.07
H -4.522 -0.601 2.646 -0.04 -0.04 0.07
H -2.861 1.194 2.344 0.03 0.01 0.14
H -0.575 0.645 1.384 0.17 -0.18 0.08
H 0.757 0.181 0.313 -0.12 -0.06 0.00
H 0.477 2.822 1.819 0.16 -0.06 0.07
H 1.612 1.520 2.218 -0.02 0.01 0.05
H 2.660 3.427 0.901 -0.02 -0.10 -0.04
H 3.728 1.323 1.811 -0.08 0.08 -0.08
H 5.342 0.333 -0.399 -0.07 -0.03 0.15
H 5.483 -0.276 2.600 0.02 -0.04 0.09
H 6.738 -0.604 1.413 0.06 -0.06 0.05
H 6.340 1.073 1.818 0.04 0.09 -0.03
H 3.436 -0.626 -1.307 0.13 -0.02 0.16
H 2.878 -2.858 -2.081 -0.01 -0.05 0.10
H 3.151 -3.437 -0.414 -0.06 0.04 -0.17
H 1.476 -3.162 1.292 0.10 -0.07 0.08
H -0.908 -2.779 1.833 -0.06 -0.02 0.10
H -2.412 -1.784 0.133 -0.17 0.04 0.06
H -0.967 -1.442 -4.049 0.00 0.05 0.03
H -2.248 -0.212 -3.941 0.07 0.00 -0.03
H -0.608 0.173 -3.367 0.02 -0.02 0.00
H 0.861 -1.545 -2.599 0.01 0.03 -0.16
H 1.982 3.632 -1.522 -0.04 0.06 0.01
H 0.697 4.093 -0.383 0.06 0.08 0.00
H -0.280 2.711 -2.137 0.21 -0.06 -0.12
H 0.943 1.439 -1.865 -0.14 0.04 0.04
H -3.537 1.202 -1.843 -0.02 -0.02 -0.20
H -5.241 -0.614 -1.573 -0.05 -0.04 -0.12


Entry 2:
60
Properties=species:S:1:pos:R:3:forces:R:3 method="wB97M-V/def2-TZVPD" smiles="CCOc1ccc(/C=C2/NCCc3cc(OCC)c(OCC)cc32)cc1OCC" relative_energy_ev=1.881 homo_ev=-6.96
C -3.415 -2.540 0.945 -0.28 0.28 -0.12
C -4.663 -1.663 0.938 0.10 -0.44 0.31
O -4.668 -0.719 -0.117 0.21 0.51 -0.24
C -3.704 0.265 -0.007 -0.01 -0.15 -0.01
C -3.854 1.314 0.885 -0.13 -0.29 -0.17
C -2.881 2.289 1.007 0.27 0.03 -0.05
C -1.728 2.229 0.231 -0.44 -0.18 -0.11
C -0.668 3.214 0.399 0.48 0.13 0.00
C 0.658 2.960 0.362 -0.67 0.27 0.19
N 1.585 3.983 0.449 -0.04 0.34 0.01
C 2.957 3.746 0.058 0.32 -0.15 -0.07
C 3.037 2.685 -1.047 0.00 0.17 0.17
C 2.390 1.444 -0.505 -0.20 0.09 0.04
C 2.910 0.176 -0.696 0.04 -0.17 -0.08
C 2.307 -0.951 -0.148 -0.10 -0.14 0.08
O 2.722 -2.236 -0.394 -0.45 0.31 0.26
C 3.952 -2.474 -1.044 0.49 -0.06 -0.12
C 5.157 -2.205 -0.148 -0.40 0.00 -0.13
C 1.189 -0.774 0.693 0.03 0.18 0.06
O 0.473 -1.765 1.306 -0.07 0.22 -0.38
C 1.118 -2.928 1.793 0.29 -0.51 0.33
C 2.185 -2.613 2.836 -0.33 0.06 -0.30
C 0.686 0.505 0.886 0.28 -0.17 -0.01
C 1.233 1.613 0.254 0.45 -0.39 -0.04
C -1.614 1.215 -0.724 -0.17 -0.04 -0.15
C -2.567 0.218 -0.835 -0.24 -0.07 0.14
O -2.488 -0.834 -1.692 -0.30 0.02 0.17
C -1.289 -1.034 -2.409 0.38 -0.12 -0.26
C -1.386 -2.385 -3.101 -0.09 0.39 0.25
H -2.528 -1.946 1.156 0.12 0.00 0.03
H -3.292 -3.007 -0.029 0.03 -0.08 -0.07
H -3.511 -3.312 1.705 0.01 -0.08 0.11
H -4.765 -1.152 1.907 -0.06 -0.04 -0.13
H -5.555 -2.273 0.766 0.07 0.08 0.10
H -4.742 1.350 1.498 -0.11 -0.04 0.02
H -3.001 3.084 1.727 0.00 0.08 0.07
H -0.988 4.235 0.566 0.03 0.14 0.04
H 1.219 4.905 0.275 0.06 -0.10 -0.04
H 3.523 3.386 0.928 0.09 0.08 -0.16
H 3.402 4.687 -0.271 -0.06 -0.03 0.07
H 2.499 3.041 -1.931 0.05 0.04 -0.03
H 4.075 2.501 -1.327 0.01 -0.02 -0.02
H 3.792 0.076 -1.310 0.11 -0.06 -0.03
H 4.019 -1.898 -1.976 -0.06 -0.09 0.06
H 3.913 -3.536 -1.304 0.02 0.17 -0.05
H 6.072 -2.438 -0.686 0.12 -0.01 -0.04
H 5.186 -1.163 0.163 0.06 0.07 0.03
H 5.103 -2.829 0.741 0.02 -0.05 0.07
H 0.304 -3.502 2.247 0.12 0.04 -0.06
H 1.548 -3.510 0.973 -0.17 0.07 0.17
H 1.757 -2.024 3.644 -0.01 0.03 0.10
H 2.997 -2.046 2.388 0.13 0.04 -0.01
H 2.584 -3.538 3.243 0.07 -0.10 0.05
H -0.167 0.612 1.535 -0.11 -0.04 0.07
H -0.748 1.212 -1.366 0.03 -0.05 -0.07
H -1.155 -0.236 -3.154 0.01 -0.04 0.14
H -0.431 -1.019 -1.722 -0.09 0.07 -0.07
H -0.492 -2.563 -3.693 0.09 -0.03 -0.07
H -2.258 -2.407 -3.748 -0.06 -0.04 -0.10
H -1.484 -3.173 -2.359 0.01 -0.11 0.05